[1]
16
Properties=species:S:1:pos:R:3:mulliken_charge:R:1 method="wB97M-V/def2-TZVPD" e_lumo_ev=1.047 e_above_lowest_kj_mol=97.8 multiplicity=1 smiles="C=C(N)CCN"
C -0.20031 0.97355 -1.14206 -0.5391
C 0.88520 0.11695 -0.37203 -0.8470
C 0.31127 -0.32011 0.92324 0.6764
C -0.08742 -1.59021 1.06290 -1.0001
N 0.21441 0.72448 1.84590 -0.4393
N -1.26860 0.12067 -1.70537 -0.6001
H -0.66438 1.58873 -0.37526 0.3163
H 0.16144 1.55320 -1.98424 0.3464
H 1.78225 0.73897 -0.23784 0.3347
H 1.31702 -0.65618 -1.01294 0.3265
H -0.47644 -2.04386 1.96890 0.2888
H -0.19359 -2.20190 0.17684 0.2621
H 1.03341 1.27097 1.99202 0.1994
H -0.36858 0.61352 2.64956 0.1943
H -0.99991 -0.18008 -2.63475 0.2416
H -1.44575 -0.70869 -1.15486 0.2390


[2]
16
Properties=species:S:1:pos:R:3:mulliken_charge:R:1 method="wB97M-V/def2-TZVPD" e_lumo_ev=0.986 e_above_lowest_kj_mol=104.2 multiplicity=1 smiles="[H]/N=C/N.C=CC"
C -1.03433 0.26905 1.85702 -0.9536
C -1.09499 -0.76201 0.77438 0.1565
C -2.17643 -1.05496 0.06700 -0.7262
H -0.86966 -0.19476 2.83076 0.2578
H -1.97066 0.82853 1.89396 0.3117
H -0.21582 0.96849 1.68047 0.1981
H -0.16715 -1.29427 0.58676 0.2498
H -2.15261 -1.82116 -0.69867 0.2577
H -3.09451 -0.51493 0.26197 0.2261
N 1.85785 -0.48175 -1.68422 -0.4474
C 1.89532 0.85077 -1.38584 0.0725
N 1.93514 1.28340 -0.19013 -0.6292
H 1.63718 -1.10226 -0.92140 0.2603
H 1.50903 -0.76298 -2.58308 0.2239
H 1.91693 1.49386 -2.26755 0.3226
H 2.02472 2.29498 -0.22144 0.2194


[3]
16
Properties=species:S:1:pos:R:3:mulliken_charge:R:1 method="wB97M-V/def2-TZVPD" e_lumo_ev=0.708 e_above_lowest_kj_mol=284.5 multiplicity=1 smiles="[H]/N=C/N.C=CC"
C -1.86709 -2.08911 1.27466 -0.7951
C -1.80565 -1.36310 2.62425 -0.0418
C -0.48736 -0.93815 2.94288 -0.7584
H -1.77492 -3.16317 1.52818 0.2320
H -0.95621 -1.92351 0.70757 0.2538
H -2.93142 -1.92803 0.89560 0.2585
H -2.71600 -1.07181 3.23377 0.3228
H -0.37201 -0.71655 3.99322 0.2475
H 0.17875 -0.49895 2.23222 0.2807
N 1.66414 0.45245 -2.78506 -0.4793
C 1.51828 1.50594 -1.89579 0.1179
N 0.99035 2.68853 -2.07271 -0.6317
H 1.15198 0.60518 -3.71504 0.2855
H 1.42141 -0.44583 -2.43678 0.2500
H 1.92765 1.19999 -0.83208 0.1997
H 1.34031 3.26232 -1.27824 0.2580